Entry 1:
The following is a quantum chemistry calculation of a molecular structure, C2H4N4O in a non-equilibrium geometry, from OMol25.

Computed properties:
Gap between HOMO and LUMO: 8.7 eV
Energy relative to the best compared isomer or geometry (same formula, charge and spin): 76.7 kcal/mol
Total charge: 0
Strongest force on any atom: 6.6 eV/A
Multiplicity: 1
HOMO: -0.295 Ha

The geometry in XYZ format:
```
11
Properties=species:S:1:pos:R:3:lowdin_charge:R:1
C -0.5777 -0.5490 0.5138 -0.439
C 0.5453 0.3772 -0.7214 -0.532
N -1.3711 -0.8243 1.5667 0.167
N 1.2899 1.3978 -1.1799 0.157
O -0.0548 -1.5968 -0.2109 -0.033
N 0.6587 -0.9264 -1.1959 0.047
N -0.6844 0.6046 -0.2193 0.203
H -1.2877 -0.2392 2.3865 0.108
H -1.6469 -1.7836 1.7379 0.112
H 2.1279 1.1971 -1.7051 0.106
H 1.0008 2.3426 -0.9722 0.104
```

---

Entry 2:
The following is a quantum chemistry calculation of C2H4N4O in the gas phase in a non-equilibrium geometry, from OMol25.

Computed properties:
Gap between HOMO and LUMO (spin up / spin down): 8.6 / 8.6 eV
Energy relative to the best compared isomer or geometry (same formula, charge and spin): 55.4 kcal/mol
SMILES string: Nc1n[nH]c(O)n1
Total charge: 0
Strongest force on any atom: 7.3 eV/A
Multiplicity: 1
HOMO (spin up / spin down): -0.303 / -0.303 Ha

The geometry in XYZ format:
```
11
Properties=species:S:1:pos:R:3:lowdin_charge:R:1
N -1.4158 -1.4650 -0.8733 0.099
C -0.6126 -0.4263 -0.4204 -0.479
N -0.8673 0.8451 -0.6443 0.040
N 0.1202 1.4822 0.0247 0.011
C 0.8780 0.4279 0.9116 -0.296
O 2.1889 0.8376 1.3049 -0.007
N 0.4940 -0.7400 0.3965 0.139
H -2.0456 -1.2434 -1.6351 0.087
H -0.9053 -2.3269 -1.0219 0.084
H 0.0116 2.5301 -0.0877 0.156
H 2.1539 0.0788 2.0449 0.165
```

---

Entry 3:
The following is a quantum chemistry calculation of C2H4N4O in the gas phase, from OMol25.

Computed properties:
Gap between HOMO and LUMO: 9.3 eV
Energy relative to the best compared isomer or geometry (same formula, charge and spin): 3.5 kcal/mol
SMILES string: Nc1n[nH]c(O)n1
Total charge: 0
Strongest force on any atom: 0.3 eV/A
Multiplicity: 1
HOMO: -0.313 Ha

The geometry in XYZ format:
```
11
Properties=species:S:1:pos:R:3:lowdin_charge:R:1
N 2.1868 0.3750 0.1149 0.112
C 0.8593 -0.0010 0.0469 -0.500
N 0.4790 -1.2606 0.0888 0.078
N -0.8874 -1.1315 0.0686 0.058
C -1.2115 0.1610 0.0032 -0.479
O -2.4923 0.5407 -0.0256 0.110
N -0.1461 0.9276 -0.0167 0.170
H 2.8184 -0.3866 -0.0917 0.087
H 2.3958 1.2114 -0.4111 0.085
H -1.4916 -1.9344 0.1157 0.156
H -2.5103 1.4984 0.1070 0.123
```

---

Entry 4:
The following is a quantum chemistry calculation of a molecular structure, C2H4N4O2 in a non-equilibrium geometry, from OMol25.

Computed properties:
Gap between HOMO and LUMO: 9.2 eV
Energy relative to the best compared isomer or geometry (same formula, charge and spin): 79.4 kcal/mol
Total charge: 0
Strongest force on any atom: 5.9 eV/A
Multiplicity: 1
HOMO: -0.349 Ha

The geometry in XYZ format:
```
12
Properties=species:S:1:pos:R:3:lowdin_charge:R:1
C 1.3100 0.0849 0.1001 -0.560
C -0.8224 0.7840 -0.1291 -0.488
H -1.8486 -1.3524 1.4057 0.203
H -2.6434 -1.4216 -0.3087 0.106
H 0.8509 -1.4763 -1.1617 0.235
H 3.1133 -0.7559 0.6938 0.291
N -1.7293 -1.4481 0.1910 0.023
N -0.8084 -0.5804 -0.2058 -0.205
N 0.5971 -1.0256 -0.1144 0.099
N 0.5726 1.1969 0.3112 0.196
O 2.6319 0.0406 -0.0984 0.012
O -1.7346 1.5585 -0.1179 0.088
```

---

Entry 5:
The following is a quantum chemistry calculation of 2 unconnected molecules or ions with the total composition C2H4N4O2 in a non-equilibrium geometry, from OMol25.

Computed properties:
Gap between HOMO and LUMO (spin up / spin down): 7.6 / 8.1 eV
Energy relative to the best compared isomer or geometry (same formula, charge and spin): 171.3 kcal/mol
Total charge: 0
Strongest force on any atom: 3.9 eV/A
Multiplicity: 1
HOMO (spin up / spin down): -0.327 / -0.359 Ha

The geometry in XYZ format:
```
12
Properties=species:S:1:pos:R:3:lowdin_charge:R:1
C 1.5747 0.3066 -0.4026 -0.225
C -0.5467 0.1098 0.2612 -0.341
N 0.9836 1.5786 -0.1574 0.017
N -0.1847 1.4510 0.1685 0.055
N 0.4837 -0.6395 -0.2399 0.029
N -1.9399 -0.4024 0.1040 -0.349
O -2.8912 0.2788 0.3513 0.117
O -1.9174 -1.5446 -0.3544 0.049
H 2.0310 0.2627 -1.4928 0.155
H 2.4722 0.0752 0.3731 0.162
H -0.2001 -0.0347 2.2104 0.170
H 0.1346 -1.4415 -0.8215 0.162
```

---

Entry 6:
The following is a quantum chemistry calculation of 2 unconnected molecules or ions with the total composition C2H4N5 in a non-equilibrium geometry, from OMol25.

Computed properties:
Gap between HOMO and LUMO (spin up / spin down): 8.8 / 8.7 eV
Energy relative to the best compared isomer or geometry (same formula, charge and spin): 129.0 kcal/mol
Total charge: +1
Strongest force on any atom: 2.9 eV/A
Multiplicity: 1
HOMO (spin up / spin down): -0.587 / -0.607 Ha

The geometry in XYZ format:
```
11
Properties=species:S:1:pos:R:3:lowdin_charge:R:1
C -0.3053 -1.0655 0.8105 -0.206
C -1.3683 0.4426 -0.5920 -0.170
N -0.0915 -1.5835 1.8044 0.296
N -2.3978 0.9078 -0.5795 0.304
N 0.6449 -0.6803 -1.2136 0.216
N 0.5179 1.2270 0.6998 0.244
N -0.2150 -0.2759 -0.2811 -0.156
H 0.6064 -0.4862 -2.1747 0.144
H 1.5437 -1.0669 -0.9144 0.173
H 1.2704 0.8535 1.2602 0.080
H -0.2054 1.7273 1.1805 0.075
```